Entry 1:
The following is a quantum chemistry calculation of an isolated ion of composition C7H12N3O2 and charge +1, from the OMol25 dataset.

Structure (XYZ):
```
24
Properties=species:S:1:pos:R:3:mulliken_charge:R:1
C -1.550 -0.676 0.850 -0.614
C 1.157 -0.961 -0.613 -0.142
C -1.543 0.308 -0.049 0.393
C 1.270 0.320 -0.893 -0.799
C -0.777 -1.944 0.468 -0.904
C -0.099 -1.760 -0.888 -0.105
C 1.356 1.814 0.942 -0.938
N -1.962 1.572 0.189 -0.435
N -0.987 -1.045 -1.772 0.717
N 2.253 1.144 -0.025 -0.068
O -1.236 0.200 -1.388 -0.211
O -1.204 -1.345 -2.926 -0.527
H -1.676 -0.390 1.848 0.448
H 1.876 -1.467 -0.014 0.429
H -0.198 -2.107 1.289 0.433
H -1.351 -2.868 0.513 0.457
H 0.146 -2.724 -1.192 0.477
H 0.461 2.095 0.478 0.331
H 1.113 0.995 1.545 0.406
H 1.798 2.574 1.493 0.431
H -1.710 2.349 -0.436 0.250
H -2.814 1.694 0.751 0.245
H 2.870 0.471 0.434 0.363
H 2.807 1.751 -0.604 0.363
```

DFT total energy = -16003.819 eV
Kohn-Sham gap (alpha / beta) = 7.94 / 5.64 eV
Net charge = +1

---

Entry 2:
The following is a quantum chemistry calculation of an isolated ion of composition C7H12N3O2 and charge +1, from the OMol25 dataset.

Structure (XYZ):
```
24
Properties=species:S:1:pos:R:3:mulliken_charge:R:1
C 1.361 -1.094 0.845 -0.524
C 0.096 -0.816 0.393 0.414
C 1.486 -0.641 -1.309 0.725
C -1.328 0.449 1.674 0.581
C 2.101 -0.428 -2.648 -1.892
C -2.747 0.324 2.168 -1.249
C -0.804 0.176 -1.747 -0.829
N 0.220 -0.441 -0.934 0.237
N 2.178 -1.038 -0.226 -0.067
N -0.334 1.232 1.755 -0.231
O -1.130 -0.678 0.939 -0.416
O -0.439 2.283 2.636 -0.406
H 1.515 -1.332 1.871 0.470
H 2.272 0.538 -2.872 0.462
H 3.052 -0.752 -2.634 0.574
H 1.521 -1.012 -3.258 0.450
H -3.079 1.092 2.768 0.465
H -3.374 0.180 1.334 0.307
H -2.707 -0.435 2.885 0.341
H -1.380 -0.775 -2.057 0.379
H -1.654 0.736 -1.198 0.274
H -0.368 0.669 -2.652 0.321
H 3.177 -0.994 -0.269 0.257
H 0.365 2.760 2.535 0.356
```

DFT total energy = -16009.731 eV
Kohn-Sham gap = 10.02 eV
Structure (SMILES) = C/C(=N\O)Oc1c[nH+]c(C)n1C
Net charge = +1

---

Entry 3:
The following is a quantum chemistry calculation of C7H12N4O as an isolated structure, from the OMol25 dataset.

Structure (XYZ):
```
24
Properties=species:S:1:pos:R:3:mulliken_charge:R:1
C 1.275 2.397 3.373 -0.901
C 0.756 2.053 2.104 0.563
C 0.036 1.035 0.254 -0.271
C -0.181 0.079 -0.830 0.845
C -1.507 -0.385 -0.694 -2.284
C -0.517 -1.909 -2.563 -0.942
C 0.490 -2.060 -1.413 -0.233
H 2.541 2.466 3.160 0.203
H 1.176 1.581 4.260 0.211
H 0.774 2.899 4.099 0.391
H -0.047 0.766 -2.022 0.193
H -1.798 -0.864 0.284 0.460
H -2.150 0.087 -0.453 1.558
H -2.546 -1.729 -1.574 0.280
H -0.591 -2.673 -3.208 0.578
H -0.241 -1.132 -3.175 0.348
H 1.548 -2.613 -1.701 0.324
H -0.002 -2.716 -0.692 0.255
H 1.703 -1.141 0.270 0.357
N -0.227 2.793 1.607 -0.419
N 0.914 0.918 1.335 -0.474
N -1.735 -1.261 -2.085 -0.498
N 0.984 -0.824 -0.763 -0.422
O -0.657 2.233 0.426 -0.121
```

DFT total energy = -15450.839 eV
Kohn-Sham gap = 9.61 eV

---

Entry 4:
The following is a quantum chemistry calculation of C7H12N4O3 in the gas phase, from the OMol25 dataset.

Structure (XYZ):
```
26
Properties=species:S:1:pos:R:3:mulliken_charge:R:1
C 1.896 -0.096 -0.913 0.376
C 3.174 0.450 -0.505 -0.152
C 1.565 -1.603 -0.687 0.223
C 0.718 0.703 -0.355 0.176
C -1.921 -0.484 1.078 -0.997
C -0.625 0.511 -0.955 -0.365
C -1.724 0.661 0.069 -0.581
N 1.022 1.575 0.529 -0.660
N 4.145 -0.184 -0.019 -0.218
N 2.311 -2.335 0.131 -0.330
N 5.432 0.241 0.207 0.770
O 0.527 -2.010 -1.155 -0.672
O 6.125 0.450 -0.747 -0.541
O 5.823 0.302 1.344 -0.552
H 1.785 0.026 -1.970 0.393
H 3.195 1.600 -0.509 0.313
H -1.031 -1.118 1.328 0.217
H -2.774 -1.096 0.742 0.295
H -2.238 -0.065 2.073 0.316
H -0.788 1.226 -1.745 0.349
H -0.695 -0.612 -1.238 0.286
H -1.795 1.587 0.668 0.369
H -2.657 0.815 -0.624 0.323
H 0.418 2.236 0.775 0.236
H 3.088 -2.057 0.604 0.159
H 1.810 -3.190 0.414 0.265
```

DFT total energy = -19551.509 eV
Kohn-Sham gap = 10.29 eV
Structure (SMILES) = [H]/N=C(\CCC)[C@@H](/C=N/[N+](=O)[O-])C(N)=O

---

Entry 5:
The following is a quantum chemistry calculation of C7H12N4O3Pd as an isolated structure, from the OMol25 dataset.

Structure (XYZ):
```
27
Properties=species:S:1:pos:R:3:mulliken_charge:R:1
Pd 8.852 4.164 4.281 -0.139
N 8.200 6.812 5.561 -0.627
C 9.134 6.779 6.667 -0.257
C 10.469 6.140 6.279 0.349
O 11.459 6.572 6.894 -0.818
N 10.404 5.135 5.412 -0.064
C 11.670 4.615 4.952 -0.479
C 11.680 4.282 3.465 0.602
O 12.759 4.182 2.844 -0.809
O 10.565 4.071 2.956 -0.663
H 8.044 5.786 5.313 0.133
H 8.608 7.196 4.711 0.335
H 8.612 6.203 7.410 0.024
H 9.316 7.726 7.114 0.327
H 11.927 3.709 5.499 0.152
H 12.444 5.359 5.069 0.298
C 6.194 4.523 7.042 -1.049
N 6.006 4.044 5.686 -0.016
C 4.695 4.499 5.269 -1.068
C 7.039 3.824 4.790 0.632
N 7.004 3.450 3.614 -0.862
H 5.301 4.267 7.573 0.390
H 6.313 5.608 7.139 0.341
H 7.124 4.078 7.465 0.314
H 3.856 3.826 5.619 0.244
H 4.630 4.590 4.170 0.409
H 4.362 5.502 5.663 0.303
```

DFT total energy = -23035.814 eV
Kohn-Sham gap = 6.19 eV
Net charge = -2

---

Entry 6:
The following is a quantum chemistry calculation of a 2-piece molecular cluster, C7H12N6O overall, from the OMol25 dataset.

Structure (XYZ):
```
26
Properties=species:S:1:pos:R:3:mulliken_charge:R:1
C 1.747 1.685 -0.450 -0.827
C 0.874 -0.398 0.382 -0.605
C 3.010 1.216 -0.194 -0.110
C 2.166 -0.794 0.613 -0.497
C 0.626 0.876 -0.173 1.555
C -6.229 -0.318 -0.281 0.595
C 4.554 -0.482 0.578 -0.904
N -6.593 -1.397 -0.948 -0.333
N -7.267 0.476 0.282 0.359
N 3.218 -0.006 0.323 0.032
N -5.075 0.203 -0.240 -0.369
N -0.634 1.357 -0.445 0.318
N -1.774 0.835 -0.295 -0.939
O -7.414 0.871 1.374 -0.027
H 1.624 2.673 -0.866 0.367
H 0.072 -1.075 0.633 0.300
H 3.879 1.826 -0.400 0.363
H 2.382 -1.764 1.040 0.427
H 4.677 -1.497 0.199 0.375
H 5.289 0.164 0.105 0.286
H 4.752 -0.500 1.654 0.362
H -7.552 -1.709 -0.969 0.245
H -4.845 1.033 0.280 0.265
H -0.669 2.306 -0.837 0.272
H -1.769 -0.114 0.084 0.241
H -5.916 -1.884 -1.515 0.250
```

DFT total energy = -18420.059 eV
Kohn-Sham gap (alpha / beta) = 6.73 / 3.31 eV
Net charge = +2